[1]
Here is a 6-piece molecular cluster, C57H68F3N2O2P2S2 overall at a distorted geometry from the OMol25 dataset. Energies are from ωB97M-V/def2-TZVPD.

Atoms and positions in Å:
C (-3.79059, -5.28408, 0.81523)
P (-3.52759, -4.29639, -0.73619)
C (-2.55451, -5.51708, -1.75307)
P (-2.21129, -2.46143, -0.20736)
C (-0.80101, -3.54141, 0.46883)
C (-1.24577, -0.87412, 0.32232)
C (-1.06441, -0.68383, 1.83077)
C (0.11708, 0.26150, 2.14504)
S (0.50640, 0.15383, 3.91663)
C (2.03358, -0.61787, 4.22974)
S (2.19617, -1.29003, 5.70382)
N (3.14975, -0.69314, 3.32622)
C (3.76067, 0.54147, 2.96769)
C (4.95257, 0.48239, 2.22943)
C (5.63298, 1.62003, 1.83869)
C (5.15349, 2.87839, 2.19723)
C (3.99642, 2.94701, 2.95680)
C (3.30173, 1.80300, 3.33976)
C (3.05542, -1.68162, 2.28191)
C (3.13239, -3.02065, 2.66290)
C (3.10206, -4.04220, 1.72045)
C (2.98378, -3.74231, 0.36632)
C (2.92202, -2.40850, -0.01673)
C (2.94591, -1.38867, 0.92482)
C (-1.59731, -2.34541, -2.02232)
C (-0.14285, -2.73892, -2.27037)
C (0.13324, -2.41564, -3.70485)
F (0.25406, -1.10573, -4.01213)
C (0.23855, -3.33015, -4.66510)
F (-0.23795, -3.17508, -5.89343)
F (0.80403, -4.50925, -4.47637)
O (-3.02840, -2.55368, 1.36054)
C (-4.18505, -1.82377, 1.47282)
C (-4.47447, -1.02832, 0.17207)
C (-5.81860, -1.26796, -0.49731)
C (-5.86532, -0.61820, -1.88434)
N (-5.70397, -1.61525, -2.97394)
O (-3.51046, -1.44546, -0.78849)
H (-4.58002, -4.82520, 1.40417)
H (-2.89830, -5.32743, 1.44077)
H (-4.10753, -6.30375, 0.58657)
H (-1.72454, -5.98289, -1.21044)
H (-3.22539, -6.33603, -2.01618)
H (-2.17105, -5.09490, -2.67915)
H (-0.62303, -4.45558, -0.09259)
H (0.10426, -2.95340, 0.60893)
H (-1.09941, -3.85330, 1.46997)
H (-0.26331, -0.77478, -0.15064)
H (-1.83377, -0.02523, -0.03427)
H (-0.87637, -1.61371, 2.36452)
H (-1.95502, -0.24539, 2.27622)
H (0.96458, 0.12149, 1.48803)
H (-0.22897, 1.28491, 1.98791)
H (5.33620, -0.48799, 1.94704)
H (6.53759, 1.52796, 1.25687)
H (5.68524, 3.77517, 1.91672)
H (3.60692, 3.90659, 3.26728)
H (2.41328, 1.91166, 3.94017)
H (3.24154, -3.29636, 3.70169)
H (3.16937, -5.08480, 1.99609)
H (2.95135, -4.54873, -0.35085)
H (2.82287, -2.14108, -1.05786)
H (2.90220, -0.35172, 0.62587)
H (-1.67004, -1.27888, -2.24621)
H (-2.28949, -2.83821, -2.70346)
H (0.04989, -3.80308, -2.16883)
H (0.52521, -2.13145, -1.66556)
H (-4.16357, -1.08052, 2.28167)
H (-5.07964, -2.44063, 1.62895)
H (-4.32009, 0.05954, 0.22814)
H (-6.64716, -0.84805, 0.08534)
H (-6.01568, -2.32936, -0.63903)
H (-5.06904, 0.11741, -1.99095)
H (-6.82220, -0.12081, -2.05189)
H (-6.47419, -1.53638, -3.62599)
H (-4.88242, -1.39534, -3.52133)
C (2.93255, 3.59530, -5.75649)
C (2.57274, 2.84510, -6.86777)
C (1.97443, 1.60276, -6.70192)
C (1.72880, 1.11316, -5.42560)
C (2.08684, 1.86532, -4.31571)
C (2.69122, 3.10409, -4.48025)
H (3.40103, 4.56316, -5.88473)
H (2.75817, 3.22898, -7.86332)
H (1.69678, 1.01545, -7.56834)
H (1.25714, 0.15150, -5.29582)
H (1.89272, 1.48343, -3.32137)
H (2.97351, 3.68784, -3.61317)
C (-2.73672, 3.53531, -5.11811)
C (-3.90012, 3.01334, -4.56791)
C (-4.04043, 1.64067, -4.41110)
C (-3.01321, 0.79151, -4.79841)
C (-1.85006, 1.31406, -5.34629)
C (-1.71100, 2.68489, -5.50935)
H (-2.62862, 4.60595, -5.24083)
H (-4.69824, 3.67710, -4.25941)
H (-4.94834, 1.23215, -3.98500)
H (-3.11651, -0.27904, -4.67121)
H (-1.04999, 0.65014, -5.64315)
H (-0.80164, 3.08860, -5.93877)
C (0.92755, 7.07204, 5.00281)
C (0.27691, 6.25884, 5.92064)
C (-0.03417, 4.94725, 5.58812)
C (0.31281, 4.44720, 4.34109)
C (0.96643, 5.25919, 3.42391)
C (1.27067, 6.57299, 3.75328)
H (1.16714, 8.09634, 5.26040)
H (0.01118, 6.64774, 6.89555)
H (-0.54605, 4.31366, 6.30078)
H (0.07483, 3.42326, 4.08285)
H (1.23790, 4.86637, 2.45188)
H (1.77564, 7.20870, 3.03643)
C (4.93936, -7.51693, 0.90383)
C (5.38382, -7.25770, 2.19310)
C (5.91581, -8.28217, 2.96361)
C (6.01048, -9.56498, 2.44183)
C (5.56867, -9.82356, 1.15159)
C (5.02989, -8.80047, 0.38368)
H (4.52237, -6.71750, 0.30427)
H (5.31546, -6.25547, 2.59700)
H (6.25690, -8.08048, 3.97098)
H (6.42870, -10.36363, 3.04136)
H (5.64357, -10.82384, 0.74428)
H (4.68082, -9.00293, -0.62068)
C (-3.51242, 9.86009, 1.45741)
C (-3.82089, 9.95817, 2.80724)
C (-3.01979, 9.32815, 3.74976)
C (-1.90518, 8.60691, 3.34363)
C (-1.59576, 8.51171, 1.99441)
C (-2.40083, 9.13489, 1.05072)
H (-4.13904, 10.34820, 0.72178)
H (-4.68709, 10.52504, 3.12455)
H (-3.26389, 9.39906, 4.80219)
H (-1.27759, 8.11802, 4.07685)
H (-0.72623, 7.94869, 1.67935)
H (-2.16204, 9.05518, -0.00213)

Output
Frontier orbital gap in eV: 5.0401
Net charge: -1
Highest occupied orbital energy in Ha: -0.12637
Energy in Eh: -4251.38735



[2]
Here is a 2-piece molecular cluster, C57H70N6O6S overall at a distorted geometry from the OMol25 dataset. Energies are from ωB97M-V/def2-TZVPD.

Atoms and positions in Å:
C (-6.60389, 0.50950, -1.38951)
C (-6.21737, 1.13311, -0.03980)
C (-6.98342, 2.43888, 0.19517)
C (-4.70736, 1.26678, 0.10520)
C (-3.99278, 2.42097, -0.22895)
C (-2.60517, 2.46330, -0.17491)
C (-1.85119, 3.63762, -0.79913)
C (-2.69178, 4.90670, -0.90786)
C (-1.26312, 3.27064, -2.15833)
C (-1.88586, 1.36580, 0.39915)
C (-0.47076, 1.51611, 0.77542)
N (-0.08568, 2.48576, 1.70801)
C (-0.86560, 3.57432, 2.27053)
C (-0.47192, 4.90629, 2.03016)
C (0.84297, 5.27113, 1.32973)
C (1.94470, 5.42428, 2.36785)
C (0.76857, 6.49947, 0.43253)
C (-1.26153, 5.94095, 2.54133)
C (-2.38469, 5.68129, 3.32203)
C (-2.74096, 4.36595, 3.60037)
C (-1.96103, 3.30817, 3.12154)
C (-2.15872, 1.91375, 3.71333)
C (-3.62483, 1.60113, 4.02968)
C (-1.25684, 1.75108, 4.94000)
N (1.24506, 2.49205, 1.88305)
N (1.71885, 1.45160, 1.16204)
C (3.14488, 1.40796, 0.89638)
C (3.64041, 2.08049, -0.23049)
C (2.80631, 3.09061, -1.02630)
C (2.34623, 2.48187, -2.34126)
C (3.55729, 4.40340, -1.27247)
C (4.93945, 1.79637, -0.64927)
C (5.76312, 0.99380, 0.13483)
C (5.31766, 0.52791, 1.37248)
C (4.01361, 0.77214, 1.79966)
C (3.59071, 0.39015, 3.22753)
C (2.43334, -0.59289, 3.24709)
C (3.26940, 1.60460, 4.09706)
C (0.67472, 0.85380, 0.41453)
C (0.90918, -0.28679, -0.41262)
C (-2.60533, 0.16074, 0.66554)
C (-1.95189, -1.14610, 1.08738)
C (-2.29654, -2.25728, 0.08983)
C (-2.26691, -1.54337, 2.52907)
C (-3.98774, 0.15561, 0.53014)
H (-6.16308, -0.48666, -1.50604)
H (-7.69187, 0.40314, -1.47100)
H (-6.25658, 1.13431, -2.22259)
H (-6.53271, 0.42263, 0.73801)
H (-6.68268, 2.91072, 1.13717)
H (-6.82332, 3.14680, -0.62608)
H (-8.05574, 2.22198, 0.25959)
H (-4.54279, 3.29642, -0.58528)
H (-1.01446, 3.85567, -0.12161)
H (-3.25192, 5.09952, 0.01495)
H (-2.04668, 5.77520, -1.09285)
H (-3.39163, 4.81718, -1.75095)
H (-0.57804, 2.41757, -2.07741)
H (-2.07227, 3.00054, -2.85454)
H (-0.70950, 4.11906, -2.58278)
H (1.10757, 4.41938, 0.69131)
H (2.00415, 4.50846, 2.96540)
H (2.91742, 5.60245, 1.89182)
H (1.71633, 6.27673, 3.02719)
H (-0.03251, 6.41049, -0.31152)
H (0.60571, 7.41099, 1.02246)
H (1.71649, 6.61679, -0.10740)
H (-0.96961, 6.97272, 2.34460)
H (-2.95808, 6.50305, 3.73893)
H (-3.60647, 4.16396, 4.23270)
H (-1.82890, 1.20780, 2.94294)
H (-4.28092, 1.93576, 3.21316)
H (-3.77698, 0.51888, 4.15189)
H (-3.92898, 2.09561, 4.96680)
H (-0.20781, 1.92969, 4.66218)
H (-1.53486, 2.48900, 5.70711)
H (-1.33237, 0.74318, 5.36787)
H (1.92475, 3.31687, -0.40529)
H (1.75905, 1.57258, -2.16445)
H (1.73196, 3.19508, -2.90277)
H (3.22065, 2.20595, -2.94756)
H (3.99456, 4.80150, -0.34717)
H (4.36493, 4.25059, -1.99717)
H (2.87537, 5.16162, -1.67846)
H (5.28813, 2.22479, -1.58896)
H (6.76656, 0.76799, -0.20930)
H (5.98775, -0.03945, 2.02066)
H (4.45470, -0.12549, 3.66710)
H (2.66913, -1.51371, 2.71250)
H (2.14934, -0.86436, 4.27303)
H (1.56216, -0.13540, 2.76474)
H (4.15351, 2.23947, 4.21555)
H (2.47574, 2.20007, 3.62946)
H (2.92757, 1.28151, 5.08799)
H (1.90308, -0.40803, -0.83152)
H (0.07421, -0.70255, -0.96557)
H (-0.87457, -1.01208, 1.02868)
H (-1.99932, -1.94630, -0.92041)
H (-1.74350, -3.17340, 0.33893)
H (-3.37301, -2.47825, 0.08802)
H (-1.90728, -0.77412, 3.22623)
H (-3.34935, -1.67581, 2.67201)
H (-1.74604, -2.48001, 2.77589)
H (-4.52558, -0.76780, 0.76492)
C (3.27093, -8.24727, -7.05271)
C (2.38242, -7.33233, -6.25787)
C (1.10881, -7.75813, -5.87296)
C (0.26036, -6.91641, -5.15734)
C (0.73075, -5.66018, -4.74814)
S (-0.28137, -4.62902, -3.71663)
O (-0.29376, -3.25767, -4.13961)
O (-1.47685, -5.34363, -3.36953)
N (0.70760, -4.49890, -2.27669)
C (1.13173, -5.63401, -1.56672)
C (1.02208, -6.98124, -1.87510)
C (1.58536, -7.90265, -0.98091)
N (1.69338, -9.27104, -1.38137)
O (2.23357, -10.09388, -0.60724)
O (1.24961, -9.60063, -2.50827)
C (2.10632, -7.46749, 0.26913)
C (2.12691, -6.11428, 0.60087)
C (1.66692, -5.18474, -0.33901)
C (1.45133, -3.74184, -0.32301)
N (1.57567, -2.99815, 0.82539)
O (2.09929, -3.47544, 1.85076)
O (1.08593, -1.80256, 0.83730)
C (0.83625, -3.36033, -1.50322)
C (1.97342, -5.19078, -5.18502)
C (2.79598, -6.03957, -5.92116)
H (4.26601, -7.80455, -7.16070)
H (3.36476, -9.22365, -6.56282)
H (2.85419, -8.41592, -8.05419)
H (0.77808, -8.76699, -6.13205)
H (-0.73414, -7.25247, -4.86636)
H (0.55032, -7.32075, -2.78755)
H (2.48748, -8.22398, 0.94874)
H (2.48825, -5.77076, 1.56729)
H (0.53246, -2.38293, -1.82991)
H (2.29357, -4.18313, -4.94113)
H (3.78146, -5.70269, -6.24317)

Output
Frontier orbital gap in eV: 4.3989
Highest occupied orbital energy in Ha: -0.19415
Energy in Eh: -3391.86755



[3]
Here is a 7-piece molecular cluster, C57H74BO7S overall at a distorted geometry from the OMol25 dataset. Energies are from ωB97M-V/def2-TZVPD.

Atoms and positions in Å:
C (-1.21643, 0.11281, 1.98022)
C (-0.83398, -0.56944, 0.81237)
C (-1.68226, -1.86060, 0.30886)
O (-1.57461, -2.93994, 1.25506)
C (-0.29672, -3.59967, 1.18990)
C (0.77121, -3.11282, 2.27038)
C (2.14655, -3.92438, 1.92780)
C (0.41129, -3.47660, 3.78192)
C (-0.97213, -2.87747, 4.30901)
C (1.57316, -2.79718, 4.70122)
O (-3.02991, -1.34010, 0.44252)
B (-3.50713, -0.59209, -0.76136)
C (-3.27313, 1.03929, -0.81584)
C (-2.43161, 1.53657, -2.09557)
C (-0.84640, 1.37468, -1.94950)
C (-0.19690, 2.31804, -0.82735)
O (-0.92732, 3.13150, -0.23639)
O (1.20457, 2.17925, -0.63127)
C (1.56028, 2.08095, 0.76626)
C (3.11853, 2.44358, 1.02216)
C (-5.11316, -0.99399, -0.81293)
S (-6.12974, -0.14164, 0.50898)
C (-5.80329, -0.92848, 2.15940)
C (-5.54534, -2.52330, 2.06710)
O (-2.74744, -1.32064, -1.83508)
C (-1.71437, -2.17437, -1.27818)
C (-2.01989, -3.65932, -1.77999)
C (-0.73807, -4.45721, -2.28890)
O (-0.80795, -5.70025, -2.41850)
O (0.52243, -3.85758, -2.60592)
H (-1.90562, -0.41110, 2.72995)
H (-0.81900, 1.16422, 2.20447)
H (0.05086, -0.28545, 0.15803)
H (0.20690, -3.47396, 0.15781)
H (-0.45497, -4.73646, 1.29508)
H (1.06298, -2.00619, 2.15881)
H (2.50810, -4.54784, 2.82107)
H (2.95301, -3.25203, 1.49414)
H (1.90158, -4.70349, 1.11162)
H (0.45022, -4.59064, 4.00830)
H (-1.87928, -3.30220, 3.74378)
H (-0.98355, -1.73859, 4.21257)
H (-1.03926, -3.11479, 5.42382)
H (2.53823, -3.40059, 4.67093)
H (1.21046, -2.58095, 5.76306)
H (1.79892, -1.78815, 4.20254)
H (-4.28928, 1.58215, -0.89104)
H (-2.80969, 1.43741, 0.15986)
H (-2.72855, 1.00082, -3.06467)
H (-2.65942, 2.64666, -2.27086)
H (-0.37673, 1.72865, -2.94392)
H (-0.51003, 0.29395, -1.82559)
H (1.43048, 1.02098, 1.19759)
H (0.92421, 2.75444, 1.44000)
H (3.48072, 1.86134, 1.94255)
H (3.30032, 3.55724, 1.13990)
H (3.72723, 2.02860, 0.13722)
H (-5.27378, -2.11968, -0.69594)
H (-5.59859, -0.71772, -1.82342)
H (-4.93025, -0.36678, 2.64198)
H (-6.69408, -0.79741, 2.86719)
H (-5.97332, -2.98734, 1.12585)
H (-4.41128, -2.65851, 2.15564)
H (-6.00197, -3.01075, 2.99868)
H (-0.66956, -1.87066, -1.62228)
H (-2.72733, -3.56780, -2.68183)
H (-2.52165, -4.25252, -0.95022)
H (1.14293, -4.08582, -1.88026)
C (2.21190, 5.24658, -5.39707)
C (3.17673, 4.27457, -5.15231)
C (3.11866, 3.51275, -3.98941)
C (2.08906, 3.71633, -3.07490)
C (1.12210, 4.68612, -3.32181)
C (1.18562, 5.45418, -4.48039)
H (2.25940, 5.84259, -6.30234)
H (3.97562, 4.11104, -5.86868)
H (3.87499, 2.75924, -3.79568)
H (2.04056, 3.11981, -2.17100)
H (0.31819, 4.84389, -2.60943)
H (0.43475, 6.21354, -4.66968)
C (-2.90688, -0.46417, -6.52618)
C (-2.43045, 0.03296, -7.73582)
C (-1.13380, 0.53144, -7.82179)
C (-0.31063, 0.52368, -6.69953)
C (-0.78785, 0.02255, -5.49299)
C (-2.08431, -0.46687, -5.40402)
H (-3.91862, -0.84934, -6.45790)
H (-3.07059, 0.03286, -8.61206)
H (-0.76470, 0.92531, -8.76282)
H (0.70178, 0.90819, -6.76610)
H (-0.14603, 0.01427, -4.61834)
H (-2.45423, -0.85208, -4.45861)
C (-4.58631, -0.53615, 8.04035)
C (-4.54416, -1.85749, 8.47343)
C (-4.34230, -2.88450, 7.55681)
C (-4.17283, -2.58880, 6.20767)
C (-4.21126, -1.26734, 5.77511)
C (-4.42222, -0.24112, 6.69021)
H (-4.74709, 0.26428, 8.75475)
H (-4.66958, -2.08728, 9.52648)
H (-4.31604, -3.91529, 7.89363)
H (-4.01062, -3.38880, 5.49344)
H (-4.07747, -1.03736, 4.72295)
H (-4.45760, 0.78861, 6.35176)
C (5.38775, 1.28926, -10.20838)
C (4.66003, 1.14236, -9.03200)
C (5.02892, 1.84932, -7.89224)
C (6.12056, 2.71129, -7.93166)
C (6.84606, 2.86098, -9.10914)
C (6.48270, 2.14704, -10.24639)
H (5.10183, 0.73527, -11.09603)
H (3.80483, 0.47554, -9.00313)
H (4.46529, 1.72959, -6.97325)
H (6.40539, 3.26636, -7.04418)
H (7.69624, 3.53436, -9.14012)
H (7.05178, 2.25981, -11.16274)
C (1.45040, 7.77506, 0.30688)
C (0.36505, 8.58303, 0.63008)
C (-0.87168, 8.00928, 0.90898)
C (-1.02054, 6.62577, 0.87411)
C (0.06552, 5.81698, 0.55463)
C (1.30009, 6.39181, 0.26673)
H (2.41376, 8.22287, 0.08602)
H (0.48272, 9.66128, 0.66385)
H (-1.71951, 8.64004, 1.15441)
H (-1.98332, 6.17803, 1.09605)
H (-0.05065, 4.73804, 0.52894)
H (2.14574, 5.76150, 0.01193)
C (5.04771, -4.31994, 8.76130)
C (5.62914, -5.21948, 7.87375)
C (4.83934, -5.89246, 6.94716)
C (3.46851, -5.65834, 6.90186)
C (2.88778, -4.75604, 7.78700)
C (3.67603, -4.08990, 8.71954)
H (5.66332, -3.79776, 9.48589)
H (6.69902, -5.39684, 7.90466)
H (5.29190, -6.59869, 6.25957)
H (2.85314, -6.17930, 6.17620)
H (1.81919, -4.57242, 7.75023)
H (3.22202, -3.39053, 9.41295)

Output
Frontier orbital gap in eV: 6.5990
Net charge: -1
Highest occupied orbital energy in Ha: -0.16698
Energy in Eh: -3166.01534